[1]
This record from OMol25 describes C5H9N3 as an isolated structure at a distorted geometry. The level of theory is ωB97M-V with the def2-TZVPD basis set.

Structure (ORCA input):
```
! RIJCOSX wB97M-V def2-TZVPD def2/J DEFGRID3
* xyz 0 1
C 0.71863 1.18283 0.59667
C -0.62583 0.57119 -0.02503
C -0.68274 0.95833 -1.42321
C -0.04835 -0.39571 -1.19436
C -0.68793 -0.64828 0.97376
H 1.19243 0.37732 1.32721
H 1.51161 1.33455 -0.20192
H 1.01728 2.36240 1.16358
H 0.01605 1.73024 -1.67899
H -1.47115 0.81671 -1.90936
H -0.72799 -1.14486 -1.32333
H 1.55959 -1.64453 -0.80541
H 0.23838 -2.46267 0.45723
H -2.29488 -0.14501 2.00980
N 1.25062 -0.78698 -0.49385
N 0.49791 -1.33831 0.57613
N -1.46363 -0.76724 1.95106
*
```

- HOMO-LUMO gap (Eh) = 0.3308
- E (a.u.) = -359.856505
- relative energy (zero: lowest compared OMol25 entry of this formula, charge and spin) (kcal/mol) = 213.83


[2]
This record from OMol25 describes one molecule with the formula C4H8N2OS at a distorted geometry. The level of theory is ωB97M-V with the def2-TZVPD basis set.

Structure (ORCA input):
```
! RIJCOSX wB97M-V def2-TZVPD def2/J DEFGRID3
* xyz 0 1
C 1.36402 0.40509 -0.13800
C -1.18663 0.99660 0.41102
C -2.05704 -0.25356 0.45372
C -0.76873 -1.04449 -0.02123
H 0.70266 2.28714 -0.24379
H 2.61687 2.20705 -0.18473
H -1.03423 1.57639 1.41144
H -1.49176 1.64626 -0.47439
H -2.37240 -0.53869 1.45666
H -3.04811 -0.09981 -1.34118
H -0.38031 -1.73776 0.80572
H -1.03769 -1.69260 -0.94592
N 1.68441 1.72120 -0.16735
N -0.04988 0.23913 -0.03302
O -3.15692 -0.19768 -0.44109
S 2.23431 -1.02566 0.01340
*
```

- HOMO-LUMO gap (Eh) = 0.3216
- E (a.u.) = -740.075777
- structure (SMILES) = NC(=S)N1CC(O)C1
- relative energy (zero: lowest compared OMol25 entry of this formula, charge and spin) (kcal/mol) = 54.12


[3]
This record from OMol25 describes an isolated ion of composition C10H24N5O2 and charge +1 at a distorted geometry. The level of theory is ωB97M-V with the def2-TZVPD basis set.

Structure (ORCA input):
```
! RIJCOSX wB97M-V def2-TZVPD def2/J DEFGRID3
* xyz 1 1
C 4.22534 3.04567 0.17343
C 3.31059 2.55265 -0.79159
N 3.59146 1.19467 -1.32553
C 2.37159 0.37193 -1.37547
N 1.51675 0.63126 -2.38982
N 2.24507 -0.66318 -0.36083
C 1.94789 -2.01279 -0.90771
N 2.42512 -3.06423 0.03748
C 1.30125 -3.72428 0.76235
O 1.49127 -0.30012 0.72192
C 0.09555 -0.04780 0.43655
C -0.59611 0.25137 1.87734
N -2.06588 0.07618 1.87251
C -2.71671 0.54777 0.62874
C -4.32579 0.57272 0.85343
C -4.95251 0.48267 -0.63957
O -4.74839 1.74400 1.56140
H 5.30624 2.68163 0.16995
H 3.83561 3.76220 0.95912
H 2.44945 3.18145 -1.16557
H 3.99069 1.27039 -2.27908
H 0.95978 1.50027 -2.43171
H 1.48890 -0.05359 -3.16371
H 0.88372 -2.17880 -1.25941
H 2.60967 -2.13405 -1.84348
H 3.11850 -2.66002 0.67227
H 0.26831 -3.36752 0.46669
H 1.33999 -4.85411 0.59369
H 1.44320 -3.54656 1.88615
H -0.48067 -0.92121 0.00546
H -0.09681 0.89996 -0.17632
H -0.26514 1.26143 2.27603
H -0.17177 -0.56320 2.56510
H -2.35460 -0.86717 2.13969
H -2.43944 1.60497 0.32234
H -2.56472 -0.18029 -0.24915
H -4.61041 -0.40352 1.35613
H -4.45386 -0.34708 -1.24658
H -4.78054 1.51328 -1.10708
H -6.05998 0.23305 -0.61910
H -4.53263 2.50997 0.99395
*
```

- HOMO-LUMO gap (Eh) = 0.1837
- E (a.u.) = -819.124253
- structure (SMILES) = C=CN/C(N)=[N+](\CNC)OCCNC[C@H](C)O
- relative energy (zero: lowest compared OMol25 entry of this formula, charge and spin) (kcal/mol) = 179.77


[4]
This record from OMol25 describes a 6-piece molecular cluster, H12O5S overall. The level of theory is ωB97M-V with the def2-TZVPD basis set.

Structure (ORCA input):
```
! RIJCOSX wB97M-V def2-TZVPD def2/J DEFGRID3
* xyz 0 1
S -3.42355 -0.28246 -0.07334
H -3.86210 -1.49956 -0.40002
H -4.43629 -0.09438 0.78286
H 2.87289 -1.20552 -2.18515
H 1.76329 -0.78830 -1.24698
O 2.59594 -0.47390 -1.62593
H 0.62657 0.48007 1.86772
H 1.21638 -0.83150 2.28993
O 0.37399 -0.46642 1.97071
H -0.44815 -2.27303 -0.55304
H -0.08815 -1.16744 0.39012
O 0.00116 -1.41921 -0.56047
H 2.39850 1.94922 0.82853
H 0.90541 2.05223 0.35350
O 1.48172 1.92539 1.13772
H -0.50391 0.63301 -1.24141
H -1.16859 1.94091 -0.83120
O -0.30513 1.52088 -0.90354
*
```

- HOMO-LUMO gap (Eh) = 0.3846
- E (a.u.) = -781.586164
- structure (SMILES) = O.O.O.O.O.S
- relative energy (zero: lowest compared OMol25 entry of this formula, charge and spin) (kcal/mol) = 0.00


[5]
This record from OMol25 describes one molecule with the formula C4H12N2 at a distorted geometry. The level of theory is ωB97M-V with the def2-TZVPD basis set.

Structure (ORCA input):
```
! RIJCOSX wB97M-V def2-TZVPD def2/J DEFGRID3
* xyz 0 1
C -1.64674 -0.75450 -0.17573
N -1.54536 -0.41691 -1.59616
C -0.40290 -1.33782 0.48875
C 0.78400 -0.37743 0.79595
C 0.70990 1.08924 0.35653
N 2.07126 1.62875 0.19737
H -2.01803 0.11443 0.37057
H -2.39308 -1.53434 -0.09088
H -0.71238 0.13109 -1.78055
H -1.35080 -1.28463 -2.09598
H -0.71584 -1.79729 1.42605
H -0.04997 -2.16719 -0.12688
H 0.82867 -0.34762 1.88826
H 1.74413 -0.83065 0.54152
H 0.13712 1.66380 1.09488
H 0.23450 1.20611 -0.61369
H 2.05959 2.49969 -0.30862
H 2.55575 1.70946 1.08106
*
```

- HOMO-LUMO gap (Eh) = 0.3797
- E (a.u.) = -269.090023
- structure (SMILES) = NCCCCN
- relative energy (zero: lowest compared OMol25 entry of this formula, charge and spin) (kcal/mol) = 16.52


[6]
This record from OMol25 describes a 2-piece molecular cluster, C6H13NO4 overall at a distorted geometry. The level of theory is ωB97M-V with the def2-TZVPD basis set.

Structure (ORCA input):
```
! RIJCOSX wB97M-V def2-TZVPD def2/J DEFGRID3
* xyz 0 3
C -2.84484 -1.53044 -0.78797
C 2.76846 -0.16915 -1.40243
C 2.34161 0.19195 1.19981
C -1.43715 -1.05385 -0.32709
C 2.24160 0.62518 -0.23471
C -1.43291 0.24028 0.48946
N -1.25971 1.42934 -0.00624
O -1.00046 1.38670 -1.40470
O -1.61956 2.46379 0.57214
O 1.69248 1.69278 -0.41314
O -1.92039 0.23906 1.74720
H -2.71100 -1.68271 -1.89108
H -3.26071 -2.53522 -0.37734
H -3.69487 -0.82803 -0.78020
H 2.44154 -1.24715 -1.39445
H 3.86419 -0.45999 -1.26273
H 2.62220 0.22262 -2.43187
H 1.44046 0.59123 1.61985
H 3.24547 0.45212 1.81625
H 2.27419 -0.92508 1.36109
H -0.83345 -1.85993 0.18299
H -0.80064 -0.75742 -1.23670
H -0.31220 2.15146 -1.53869
H -1.89740 1.10645 2.17234
*
```

- HOMO-LUMO gap (spin up / spin down) (Eh) = 0.2120 / 0.3382
- E (a.u.) = -591.866831


[7]
This record from OMol25 describes C27H28F6N6O6S2Se2W as an isolated structure at a distorted geometry. The level of theory is ωB97M-V with the def2-TZVPD basis set.

Structure (ORCA input):
```
! RIJCOSX wB97M-V def2-TZVPD def2/J DEFGRID3
* xyz 0 3
W -0.01045 0.35484 -0.31459
C 7.02506 -0.55048 0.23623
C 5.57129 -0.24334 0.46165
C 5.13676 0.41356 1.61147
C 3.80267 0.69245 1.82938
C 2.83295 0.30163 0.90229
N 1.46521 0.49646 1.07864
C 1.03678 0.31042 2.43223
C 1.59634 -0.76745 3.13237
C 1.32232 -1.01901 4.45416
C 0.44690 -0.19212 5.15074
C 0.09832 -0.45438 6.58698
C -0.13327 0.85749 4.46742
C 0.11587 1.11085 3.11700
N -0.59736 2.16233 2.50733
C -1.67815 2.81344 3.00257
C -2.01659 3.78473 2.10062
C -1.09433 3.63483 1.05656
N -0.24870 2.64554 1.29886
C 3.27851 -0.32134 -0.25640
C 4.61930 -0.58328 -0.48977
N 2.25860 -0.52408 -1.26949
C 2.64215 -1.21805 -2.40173
C 2.45036 -0.42310 -3.48612
C 1.90084 0.78264 -2.97255
N 1.77210 0.71758 -1.67210
H 7.62656 -0.21995 1.08153
H 7.40448 -0.05251 -0.65759
H 7.18851 -1.62194 0.11041
H 5.86592 0.71682 2.35292
H 3.49203 1.19766 2.73382
H 2.26997 -1.42421 2.59860
H 1.77748 -1.87014 4.94490
H 0.88910 -1.00816 7.09162
H -0.81663 -1.04675 6.65142
H -0.06864 0.47491 7.13181
H -0.79966 1.51124 5.01126
H -2.14278 2.53388 3.92908
H -2.83184 4.48176 2.17164
H -1.03954 4.16614 0.12349
H 4.93517 -1.03893 -1.41895
H 3.04056 -2.21350 -2.30706
H 2.62914 -0.65012 -4.52225
H 1.53111 1.64150 -3.50646
O -4.67478 0.29393 -3.75539
C -3.64808 0.61928 -4.67973
C -2.30287 0.62050 -3.93864
C -1.23597 1.11497 -4.92030
O -1.25720 0.45297 -6.17829
C -2.44307 1.58482 -2.75384
Se -0.79070 2.26873 -1.94818
C -2.03708 -0.82320 -3.51427
Se -0.76508 -1.38188 -2.09738
H -5.50252 0.18110 -4.22954
H -3.80952 1.61766 -5.10640
H -3.61723 -0.09943 -5.50320
H -0.25520 1.01748 -4.45528
H -1.39791 2.17301 -5.13721
H -0.95629 -0.45164 -6.05555
H -3.08210 1.14635 -1.98886
H -2.95019 2.48708 -3.10165
H -1.73465 -1.41445 -4.38234
H -2.97687 -1.25263 -3.17463
F 0.00519 -4.15231 2.16038
C -1.15060 -3.88162 1.54706
F -2.13881 -4.46681 2.21522
F -1.10756 -4.36483 0.31231
S -1.37204 -2.04984 1.54824
O -0.21290 -1.65513 0.72832
O -1.36804 -1.65322 2.91516
N -2.71258 -1.92497 0.78503
S -3.31864 -0.54858 0.27435
O -1.75106 0.43730 0.44267
O -4.10879 0.22718 1.19679
C -4.71094 -1.46538 -0.64680
F -5.45656 -2.19801 0.17351
F -5.49038 -0.55479 -1.22450
F -4.21340 -2.26351 -1.59100
*
```

- HOMO-LUMO gap (spin up / spin down) (Eh) = 0.2385 / 0.2202
- E (a.u.) = -8091.049412
- relative energy (zero: lowest compared OMol25 entry of this formula, charge and spin) (kcal/mol) = 68.73


[8]
This record from OMol25 describes a 2-piece molecular cluster, C3H12N2O overall at a distorted geometry. The level of theory is ωB97M-V with the def2-TZVPD basis set.

Structure (ORCA input):
```
! RIJCOSX wB97M-V def2-TZVPD def2/J DEFGRID3
* xyz 0 1
N 0.13808 2.03965 -0.26397
C 0.35547 0.61366 -0.18109
C -0.00937 -0.01911 1.18190
C 1.78515 0.23367 -0.70330
N 1.91038 -1.21621 -1.12741
H 0.57098 2.48930 0.58221
H -0.87207 2.16627 -0.12084
H -0.24271 0.01880 -0.90765
H 0.14238 -1.11434 1.29677
H -1.16161 0.04541 1.40254
H 0.43437 0.59119 2.06619
H 1.87272 0.95099 -1.56841
H 2.63602 0.55940 0.06035
H 1.36921 -1.87774 -0.51231
H 1.42706 -1.24203 -1.99108
H -3.96171 -1.83316 -0.09354
H -2.73173 -1.15164 0.29420
O -3.66263 -1.25410 0.58545
*
```

- HOMO-LUMO gap (Eh) = 0.3683
- E (a.u.) = -306.209026
- structure (SMILES) = C[C@@H](N)CN.O
- relative energy (zero: lowest compared OMol25 entry of this formula, charge and spin) (kcal/mol) = 21.91